Molecular formula: C4H9NO
Method: DFT, ωB97M-V/def2-TZVPD

The geometry in XYZ format:
```
15
Properties=species:S:1:pos:R:3:forces:R:3
C 2.030 -0.972 -0.208 -2.6 0.3 1.9
C 1.062 -0.223 0.476 2.8 -0.2 -2.4
C 0.184 0.729 -0.311 -0.4 0.2 0.7
O 0.585 2.115 0.010 -2.3 -0.3 -1.0
C -1.272 0.325 0.147 1.2 1.5 -0.7
N -1.465 -1.055 -0.265 -0.5 0.8 -0.1
H 2.096 -0.939 -1.378 0.0 -0.2 2.6
H 2.480 -1.763 0.481 0.1 1.1 -1.7
H 0.938 -0.155 1.590 0.3 -0.5 -1.2
H 0.254 0.563 -1.419 0.1 0.0 1.0
H -0.152 2.702 -0.360 1.6 -1.1 0.8
H -1.428 0.578 1.198 0.4 -0.4 0.4
H -1.974 0.991 -0.326 -0.5 0.1 -0.7
H -2.392 -1.296 -0.008 -1.3 -0.3 -0.2
H -0.946 -1.601 0.373 1.1 -1.0 0.5
```
Forces are in eV/Å.

Output
- Total charge: 0
- SMILES: C=C[C@H](O)CN
- Max |F|: 3.65 eV Å⁻¹
- ΔE to the lowest compared entry with this formula, charge and spin: 2.700 eV
- LUMO level: 0.036 hartree
- Frontier orbital gap: 10.693 eV
- Total energy: -7829.620 eV
- Multiplicity: 1

Results of the natural (NBO) charge analysis, in e, for atoms 1 through 2: C -0.396; C -0.220



Molecular formula: C4H9NO
Method: DFT, ωB97M-V/def2-TZVPD

The geometry in XYZ format:
```
15
Properties=species:S:1:pos:R:3:forces:R:3
C 0.772 -0.424 -1.717 0.0 0.1 0.0
C -0.285 -0.824 -0.709 0.0 -0.1 -0.2
N 0.221 -1.152 0.622 0.0 -0.2 0.2
C -0.743 -0.061 0.488 -0.2 0.2 0.0
C -0.263 1.319 0.863 -0.1 0.0 -0.4
O -0.092 1.462 2.258 0.1 -0.1 0.1
H 1.335 0.463 -1.413 -0.1 -0.1 0.0
H 1.489 -1.249 -1.802 -0.1 0.1 0.0
H 0.343 -0.244 -2.708 0.0 0.0 0.2
H -1.052 -1.480 -1.125 0.2 0.0 0.1
H -0.207 -1.997 0.989 0.0 0.2 0.0
H -1.757 -0.269 0.837 0.2 0.0 -0.2
H -1.024 2.053 0.575 0.1 -0.1 0.0
H 0.663 1.561 0.325 -0.1 0.0 0.1
H 0.601 0.842 2.516 -0.1 0.0 0.0
```
Forces are in eV/Å.

Output
- Total charge: 0
- SMILES: C[C@H]1N[C@H]1CO
- Max |F|: 0.43 eV Å⁻¹
- ΔE to the lowest compared entry with this formula, charge and spin: 1.988 eV
- LUMO level: 0.041 hartree
- Frontier orbital gap: 10.795 eV
- Total energy: -7830.332 eV
- Multiplicity: 1

Results of the natural (NBO) charge analysis, in e, for atoms 1 through 2: C -0.619; C -0.074



Molecular formula: C4H9NO
Method: DFT, ωB97M-V/def2-TZVPD

The geometry in XYZ format:
```
15
Properties=species:S:1:pos:R:3:forces:R:3
C 1.190 -2.052 0.228 0.0 -0.1 0.0
C 0.725 -0.652 -0.153 0.1 0.0 0.0
N -0.725 -0.675 -0.320 -0.2 0.4 0.1
C -1.429 0.352 -0.089 0.0 -0.2 -0.1
C -0.970 1.747 0.307 -0.1 -0.1 0.2
O 0.144 2.216 -0.425 0.0 0.0 -0.3
H 2.283 -2.109 0.273 -0.2 0.0 0.0
H 0.790 -2.340 1.206 0.1 0.0 -0.1
H 0.829 -2.777 -0.508 0.1 0.1 0.1
H 1.061 0.090 0.583 -0.1 -0.1 -0.1
H 1.174 -0.361 -1.111 -0.1 0.0 0.1
H -2.512 0.230 -0.202 0.1 0.0 0.0
H -0.664 1.755 1.360 -0.1 0.0 -0.1
H -1.826 2.433 0.215 0.2 -0.1 0.0
H -0.070 2.143 -1.363 0.1 0.1 0.1
```
Forces are in eV/Å.

Output
- Total charge: 0
- SMILES: CC/N=C\CO
- Max |F|: 0.42 eV Å⁻¹
- ΔE to the lowest compared entry with this formula, charge and spin: 1.829 eV
- LUMO level: 0.028 hartree
- Frontier orbital gap: 10.123 eV
- Total energy: -7830.491 eV
- Multiplicity: 1

Results of the natural (NBO) charge analysis, in e, for atoms 1 through 2: C -0.605; C -0.259



Molecular formula: C4H9NO
Method: DFT, ωB97M-V/def2-TZVPD

The geometry in XYZ format:
```
15
Properties=species:S:1:pos:R:3:forces:R:3
H 0.934 1.958 0.187 -0.2 0.1 0.3
N 1.633 1.241 0.347 -0.2 1.2 -0.6
C 1.310 0.117 -0.044 -3.9 -1.0 -0.4
C 2.198 -1.009 0.031 1.6 -2.0 -2.1
O -0.140 -0.397 -0.456 4.9 0.4 0.5
C -1.161 0.520 -0.520 -0.2 1.8 0.2
C -2.261 -0.134 0.303 -1.5 2.7 0.0
H 2.142 -1.682 -0.917 -0.1 1.2 1.7
H 3.224 -0.589 0.084 -0.6 -0.5 0.1
H 1.977 -1.615 0.898 0.0 -0.2 0.2
H -0.901 1.453 0.094 -0.3 -0.8 -1.1
H -1.306 0.832 -1.603 -0.4 -0.4 1.3
H -2.574 -1.086 -0.016 0.3 -1.5 -0.2
H -1.841 -0.049 1.304 -0.4 -0.8 0.2
H -3.234 0.438 0.306 1.0 -0.1 0.0
```
Forces are in eV/Å.

Output
- Total charge: 0
- SMILES: [H]/N=C(/C)OCC
- Max |F|: 4.94 eV Å⁻¹
- ΔE to the lowest compared entry with this formula, charge and spin: 2.268 eV
- LUMO level: 0.038 hartree
- Frontier orbital gap: 11.136 eV
- Total energy: -7830.052 eV
- Multiplicity: 1

Results of the natural (NBO) charge analysis, in e, for atoms 1 through 2: H 0.356; N -0.669



Molecular formula: C4H9NO
Method: DFT, ωB97M-V/def2-TZVPD

The geometry in XYZ format:
```
15
Properties=species:S:1:pos:R:3:forces:R:3
C 0.503 1.587 0.213 0.1 0.2 -0.1
C 0.144 0.122 0.249 0.6 0.0 0.2
C 0.841 -0.758 -0.792 0.4 0.3 0.0
O 0.140 -1.942 -1.080 -0.3 0.1 -0.1
C -1.694 -0.836 1.218 -1.7 -0.7 -0.8
N -1.318 -0.043 0.219 0.0 0.1 1.3
H -0.018 2.110 1.025 0.2 0.0 -0.2
H 1.578 1.696 0.369 -0.1 0.1 -0.1
H 0.228 2.049 -0.740 0.1 0.0 0.0
H 1.022 -0.167 -1.702 0.0 -0.1 0.0
H 1.810 -1.060 -0.385 0.0 0.1 -0.2
H -0.781 -1.682 -1.234 0.2 -0.2 0.0
H 0.387 -0.219 1.263 0.6 0.0 -0.4
H -0.940 -1.652 1.208 0.0 0.4 0.4
H -1.844 0.822 0.102 0.0 -0.2 -0.1
```
Forces are in eV/Å.

Output
- Total charge: 0
- Max |F|: 2.00 eV Å⁻¹
- ΔE to the lowest compared entry with this formula, charge and spin: 4.079 eV
- LUMO level: 0.028 hartree
- Frontier orbital gap: 9.037 eV
- Total energy: -7828.241 eV
- Multiplicity: 1

Results of the natural (NBO) charge analysis, in e, for atoms 1 through 2: C -0.620; C -0.088



Molecular formula: C4H9NO
Method: DFT, ωB97M-V/def2-TZVPD

The geometry in XYZ format:
```
15
Properties=species:S:1:pos:R:3:forces:R:3
C 0.506 1.193 1.230 2.9 -4.2 1.6
C 1.255 -0.125 1.290 0.7 0.3 -3.2
C 1.158 -1.064 0.094 -0.3 2.6 2.8
C -0.143 -1.533 -0.094 -2.8 -0.7 -0.2
N -0.113 -2.637 -0.998 -1.9 0.6 -1.3
O -1.223 -1.226 0.504 2.0 -0.2 -0.9
H 0.774 2.013 1.852 -0.3 -0.1 1.3
H 0.080 1.431 0.330 -0.9 0.2 -2.2
H -0.012 0.187 1.651 -2.2 0.8 0.5
H 1.632 -0.514 2.271 0.6 1.0 -0.9
H -2.456 4.829 -2.463 0.9 1.3 -0.9
H -2.800 4.337 -2.105 -0.9 -1.3 0.9
H 1.867 -1.655 -0.473 0.9 0.1 1.4
H 0.588 -2.371 -1.729 -1.3 -0.9 0.5
H -1.112 -2.863 -1.360 2.6 0.7 0.6
```
Forces are in eV/Å.

Output
- Total charge: 0
- Max |F|: 5.35 eV Å⁻¹
- ΔE to the lowest compared entry with this formula, charge and spin: 6.339 eV
- LUMO level: -0.027 hartree
- Frontier orbital gap: 6.855 eV
- Total energy: -7825.981 eV
- Multiplicity: 1

Results of the natural (NBO) charge analysis, in e, for atoms 1 through 2: C -0.489; C 0.008



Molecular formula: C4H9NO
Method: DFT, ωB97M-V/def2-TZVPD

The geometry in XYZ format:
```
15
Properties=species:S:1:pos:R:3:forces:R:3
C -1.475 -0.923 -0.048 0.5 -0.1 0.0
C -0.249 -0.017 -0.303 2.2 -0.4 2.0
C 1.279 -0.579 -0.542 -1.3 -0.8 -1.4
O 2.343 0.320 -0.687 -0.6 0.4 0.0
C -0.452 1.414 -0.003 0.1 0.6 0.0
N 0.345 0.676 0.931 -0.8 0.2 1.1
H -2.051 -0.578 0.827 0.3 0.1 -0.2
H -2.215 -0.986 -0.859 0.5 0.3 -0.1
H -1.182 -1.952 0.158 0.2 -0.1 0.1
H 1.529 -1.282 0.283 -0.8 0.3 -0.4
H 1.206 -1.106 -1.460 0.6 -0.8 -1.0
H 2.435 0.820 0.139 -0.3 -0.2 -0.1
H -1.404 1.711 0.425 -0.3 0.0 -0.7
H 0.051 2.183 -0.571 0.1 0.1 0.0
H -0.160 0.299 1.710 -0.6 0.6 0.7
```
Forces are in eV/Å.

Output
- Total charge: 0
- SMILES: C[C@@]1(CO)CN1
- Max |F|: 3.05 eV Å⁻¹
- ΔE to the lowest compared entry with this formula, charge and spin: 3.609 eV
- LUMO level: 0.036 hartree
- Frontier orbital gap: 10.455 eV
- Total energy: -7828.711 eV
- Multiplicity: 1

Results of the natural (NBO) charge analysis, in e, for atoms 1 through 2: C -0.634; C 0.023



Molecular formula: C4H9NO
Method: DFT, ωB97M-V/def2-TZVPD

The geometry in XYZ format:
```
15
Properties=species:S:1:pos:R:3:forces:R:3
C -2.596 -0.151 -0.244 2.0 -0.8 1.8
C -1.094 -0.514 0.203 -4.7 -0.6 -2.3
O -0.606 0.703 0.712 -1.3 -0.6 0.2
C 0.673 0.756 0.496 0.2 0.3 -0.1
N 1.220 -0.204 -0.094 1.3 1.7 0.0
C 2.600 0.061 -0.273 2.6 -1.7 -0.3
H -2.929 0.185 0.740 -1.3 0.1 -0.5
H -2.568 0.679 -0.970 -0.2 -0.7 0.2
H -2.993 -1.134 -0.576 -0.4 1.1 0.0
H -1.135 -1.340 0.924 0.4 0.5 0.0
H -0.777 -0.904 -0.776 1.3 0.5 0.9
H 1.069 1.695 0.851 0.6 0.2 0.0
H 2.938 0.204 -1.297 -0.5 -0.2 -0.5
H 3.044 -0.885 0.046 0.7 0.1 -0.1
H 3.153 0.848 0.256 -0.8 0.3 0.5
```
Forces are in eV/Å.

Output
- Total charge: 0
- SMILES: CCO/C=N/C
- Max |F|: 5.29 eV Å⁻¹
- ΔE to the lowest compared entry with this formula, charge and spin: 2.776 eV
- LUMO level: 0.040 hartree
- Frontier orbital gap: 10.695 eV
- Total energy: -7829.544 eV
- Multiplicity: 1

Results of the natural (NBO) charge analysis, in e, for atoms 1 through 2: C -0.627; C -0.089



Molecular formula: C4H9NO
Method: DFT, ωB97M-V/def2-TZVPD

The geometry in XYZ format:
```
15
Properties=species:S:1:pos:R:3:forces:R:3
C 1.759 1.394 0.749 -0.4 0.9 0.3
C 0.440 1.062 0.046 0.7 -0.7 0.7
N 0.023 -0.323 0.340 0.2 -0.1 -0.3
C -1.052 -0.730 -0.512 -1.5 -0.5 -1.5
C -1.368 -2.212 -0.708 0.5 0.5 0.9
O -1.540 -2.666 -1.802 -0.1 -0.3 -0.2
H 1.753 0.942 1.741 0.4 -0.3 -0.1
H 1.841 2.470 0.943 -0.3 0.0 -0.1
H 2.640 1.191 0.146 0.0 -0.7 0.2
H 0.631 1.077 -1.022 -0.5 0.5 -0.2
H -0.330 1.741 0.421 -0.1 0.3 -0.6
H -0.310 -0.370 1.286 0.2 0.0 0.5
H -2.058 -0.309 -0.279 0.3 0.1 0.3
H -0.926 -0.448 -1.561 0.5 0.4 0.2
H -1.503 -2.820 0.211 0.1 -0.1 -0.1
```
Forces are in eV/Å.

Output
- Total charge: 0
- SMILES: CCNCC=O
- Max |F|: 2.16 eV Å⁻¹
- ΔE to the lowest compared entry with this formula, charge and spin: 1.905 eV
- LUMO level: 0.036 hartree
- Frontier orbital gap: 10.143 eV
- Total energy: -7830.415 eV
- Multiplicity: 1

Results of the natural (NBO) charge analysis, in e, for atoms 1 through 2: C -0.613; C -0.217



Molecular formula: C4H9NO
Method: DFT, ωB97M-V/def2-TZVPD

The geometry in XYZ format:
```
15
Properties=species:S:1:pos:R:3:forces:R:3
C 1.449 -0.336 1.025 0.1 0.0 -0.1
C 0.528 0.805 0.643 -0.1 -0.2 -0.7
C -0.888 0.572 0.812 -0.3 -0.9 -0.9
N -1.263 -0.824 -0.749 0.1 0.8 0.2
C -0.763 -0.330 -1.872 0.1 0.4 -0.1
O -0.278 0.813 -1.947 -0.4 -0.1 -0.8
H 2.479 -0.133 0.720 -0.1 0.0 0.0
H 1.450 -0.565 2.098 0.0 0.1 -0.2
H 1.105 -1.228 0.490 0.2 0.0 0.1
H 0.364 0.901 -0.507 1.0 0.1 0.8
H 0.876 1.823 0.872 -0.4 -0.2 0.3
H -1.497 1.458 0.597 -0.1 -0.7 -0.3
H -1.342 -0.171 1.439 0.1 0.0 0.5
H -1.425 -1.841 -0.821 0.0 0.8 0.6
H -0.794 -0.945 -2.799 0.1 -0.2 0.4
```
Forces are in eV/Å.

Output
- Total charge: 0
- Max |F|: 1.30 eV Å⁻¹
- ΔE to the lowest compared entry with this formula, charge and spin: 3.544 eV
- LUMO level: 0.009 hartree
- Frontier orbital gap: 9.067 eV
- Total energy: -7828.776 eV
- Multiplicity: 1

Results of the natural (NBO) charge analysis, in e, for atoms 1 through 2: C -0.612; C -0.601